(A)
# C5H12O

A cluster of 2 separate species, C5H12O in total (ωB97M-V with the def2-TZVPD basis set, OMol25).

**HOMO**: -8.900 eV
**LUMO energy**: 0.92 eV
**Frontier orbital gap**: 9.82 eV

Last column: natural (NBO) charge in e.
Positions of all 18 atoms, in Å:
C1 -0.124 1.373 -3.563  -0.65
C2 -0.906 0.649 -2.478  -0.20
C3 -0.350 0.338 -1.304  -0.18
C4 -1.195 -0.300 -0.227  -0.45
C5 -0.320 -1.110 0.708  -0.62
H1 0.759 0.779 -3.806  0.21
H2 0.180 2.388 -3.147  0.21
H3 -0.734 1.449 -4.465  0.21
H4 -1.737 0.060 -2.996  0.20
H5 0.682 0.648 -1.129  0.19
H6 -1.845 0.513 0.103  0.22
H7 -1.869 -1.024 -0.713  0.21
H8 0.731 -1.016 0.398  0.20
H9 -0.528 -2.179 0.764  0.21
H10 -0.178 -0.688 1.683  0.22
O1 2.086 -0.607 5.452  -0.95
H11 2.906 -0.169 5.223  0.48
H12 2.161 -1.563 5.437  0.48



(B)
# C5H12O

The molecule C5H12O (ωB97M-V with the def2-TZVPD basis set, OMol25).

**HOMO**: -10.250 eV
**LUMO energy**: 0.97 eV
**Frontier orbital gap**: 11.22 eV

Last column: natural (NBO) charge in e.
Positions of all 18 atoms, in Å:
C1 -1.191 0.821 -0.971  -0.61
C2 -0.635 -0.369 -0.185  -0.21
C3 -1.727 -1.013 0.670  -0.60
C4 0.579 0.023 0.663  -0.42
C5 1.815 0.351 -0.169  -0.06
O1 2.961 0.073 0.616  -0.72
H1 -0.419 1.308 -1.579  0.20
H2 -1.599 1.574 -0.284  0.20
H3 -1.998 0.510 -1.644  0.21
H4 -0.292 -1.125 -0.908  0.19
H5 -2.151 -0.290 1.379  0.20
H6 -1.331 -1.856 1.246  0.21
H7 -2.546 -1.387 0.044  0.21
H8 0.325 0.869 1.318  0.20
H9 0.855 -0.812 1.318  0.22
H10 1.808 1.405 -0.489  0.16
H11 1.809 -0.267 -1.082  0.15
H12 3.738 0.186 0.057  0.47



Most stable structure, least stable structure: (B), (A).



(A)
# C5H12O

The molecule C5H12O (ωB97M-V with the def2-TZVPD basis set, OMol25).

**HOMO**: -10.452 eV
**LUMO energy**: 0.81 eV
**Frontier orbital gap**: 11.27 eV

Last column: natural (NBO) charge in e.
Positions of all 18 atoms, in Å:
C1 0.049 1.498 -0.212  -0.61
C2 -0.225 -0.012 -0.012  -0.11
C3 -1.486 -0.500 -0.655  -0.60
C4 -0.382 -0.210 1.428  -0.61
C5 1.038 -0.734 -0.528  -0.06
O1 2.156 -0.058 0.121  -0.75
H1 -0.785 2.219 0.032  0.21
H2 0.154 1.650 -1.298  0.19
H3 0.994 1.767 0.264  0.24
H4 -1.492 -0.090 -1.707  0.21
H5 -1.400 -1.630 -0.755  0.21
H6 -2.424 -0.297 -0.101  0.22
H7 -1.223 0.373 1.739  0.21
H8 -0.561 -1.268 1.787  0.20
H9 0.489 -0.028 2.040  0.22
H10 1.042 -1.793 -0.194  0.18
H11 1.065 -0.531 -1.636  0.17
H12 2.992 -0.355 -0.313  0.47



(B)
# C5H12O

A cluster of 2 separate species, C5H12O in total (ωB97M-V with the def2-TZVPD basis set, OMol25).

**HOMO (alpha / beta)**: -10.074 / -7.115 eV
**LUMO energy (alpha / beta)**: 0.85 / 0.30 eV
**Frontier orbital gap (alpha / beta)**: 10.92 / 7.41 eV

Last column: natural (NBO) charge in e.
Positions of all 18 atoms, in Å:
C1 -0.665 1.685 1.142  -0.09
O1 0.219 0.851 0.856  -0.50
C2 0.237 -0.100 -0.248  0.26
C3 -0.956 -1.011 -0.399  -0.65
C4 0.427 0.875 -1.392  -0.63
C5 1.491 -0.965 -0.076  -0.62
H1 -1.731 -0.802 3.330  0.00
H2 -1.614 1.052 1.339  0.09
H3 -0.509 2.355 2.012  0.16
H4 -1.895 -0.466 -0.302  0.23
H5 -0.897 -1.434 -1.409  0.22
H6 -0.982 -1.856 0.297  0.22
H7 -0.426 1.557 -1.445  0.23
H8 1.240 1.551 -1.115  0.22
H9 0.618 0.323 -2.312  0.21
H10 2.408 -0.377 -0.009  0.22
H11 1.479 -1.704 0.737  0.22
H12 1.556 -1.533 -1.007  0.21



(C)
# C5H12O

A cluster of 3 separate species, C5H12O in total (ωB97M-V with the def2-TZVPD basis set, OMol25).

**HOMO (alpha / beta)**: -7.752 / -6.757 eV
**LUMO energy (alpha / beta)**: -0.32 / -0.76 eV
**Frontier orbital gap (alpha / beta)**: 7.43 / 6.00 eV

Last column: natural (NBO) charge in e.
Positions of all 18 atoms, in Å:
C1 1.608 1.656 0.388  -1.01
C2 0.576 -0.837 0.962  -0.24
C3 -0.413 -1.286 0.113  -0.32
C4 -1.828 -0.927 0.506  -0.63
C5 -0.169 0.002 -1.665  0.15
O1 -0.812 1.106 -1.441  -0.65
H1 1.860 2.622 -0.078  0.19
H2 2.463 0.993 0.205  0.17
H3 1.585 1.829 1.475  0.18
H4 1.496 -1.402 1.126  0.20
H5 0.378 -0.034 1.657  0.22
H6 -0.267 -2.261 -0.361  0.21
H7 -1.861 0.109 0.861  0.22
H8 -2.552 -1.047 -0.304  0.21
H9 -2.139 -1.569 1.340  0.22
H10 -0.660 -0.705 -2.334  0.18
H11 0.918 0.111 -1.640  0.19
H12 -0.184 1.640 -0.810  0.51



(D)
# C5H12O

A structure of composition C5H12O (ωB97M-V with the def2-TZVPD basis set, OMol25).

**HOMO (alpha / beta)**: -7.839 / -8.957 eV
**LUMO energy (alpha / beta)**: -1.15 / -0.60 eV
**Frontier orbital gap (alpha / beta)**: 6.69 / 8.35 eV

Last column: natural (NBO) charge in e.
Positions of all 18 atoms, in Å:
C1 2.017 1.007 -0.743  -0.62
O1 1.002 -0.859 0.489  -0.63
C2 -0.223 -0.407 0.315  0.19
C3 -0.397 0.193 -1.050  -0.27
C4 -1.238 -1.625 0.199  -0.57
C5 -0.718 0.558 1.412  -0.64
H1 2.276 1.201 0.290  0.23
H2 2.112 1.885 -1.379  0.20
H3 2.535 0.139 -1.132  0.23
H4 -0.090 -0.451 -1.875  0.21
H5 -1.228 0.867 -1.284  0.21
H6 0.790 0.885 -0.918  0.17
H7 -0.897 -2.329 -0.567  0.22
H8 -1.209 -2.130 1.169  0.23
H9 -2.269 -1.324 -0.013  0.20
H10 -0.629 0.064 2.385  0.22
H11 -0.076 1.447 1.431  0.21
H12 -1.758 0.880 1.269  0.20



Most stable structure, least stable structure: (A), (C).



(A)
# C5H12O

The molecule C5H12O (ωB97M-V with the def2-TZVPD basis set, OMol25).

**HOMO**: -9.598 eV
**LUMO energy**: 1.13 eV
**Frontier orbital gap**: 10.73 eV

Last column: natural (NBO) charge in e.
Positions of all 18 atoms, in Å:
C1 -1.902 -0.863 0.294  -0.61
C2 -0.966 -0.078 -0.631  -0.41
C3 -0.474 1.261 -0.048  -0.43
C4 1.052 1.326 -0.047  -0.05
O1 1.639 0.308 0.752  -0.55
C5 1.812 -1.017 0.277  -0.25
H1 -1.546 -0.824 1.333  0.21
H2 -1.946 -1.919 0.001  0.21
H3 -2.926 -0.468 0.274  0.21
H4 -1.424 0.064 -1.615  0.20
H5 -0.088 -0.695 -0.819  0.20
H6 -0.870 2.117 -0.613  0.21
H7 -0.820 1.379 0.990  0.20
H8 1.439 1.320 -1.083  0.16
H9 1.374 2.273 0.408  0.19
H10 2.471 -1.492 1.006  0.19
H11 2.272 -1.061 -0.726  0.17
H12 0.900 -1.631 0.246  0.16



(B)
# C5H12O

A cluster of 3 separate species, C5H12O in total (ωB97M-V with the def2-TZVPD basis set, OMol25).

**HOMO**: -9.701 eV
**LUMO energy**: 0.82 eV
**Frontier orbital gap**: 10.52 eV

Last column: natural (NBO) charge in e.
Positions of all 18 atoms, in Å:
C1 0.447 -1.226 -1.058  -0.44
C2 1.100 -0.100 -0.787  -0.16
C3 2.071 0.006 0.352  -0.66
H1 -0.109 -1.356 -1.980  0.20
H2 0.459 -2.062 -0.359  0.20
H3 0.988 0.767 -1.441  0.20
H4 1.783 -0.655 1.177  0.22
H5 2.200 1.018 0.746  0.22
H6 3.036 -0.334 -0.035  0.23
C4 -2.188 -0.833 -0.743  0.28
O1 -2.461 -0.342 0.321  -0.51
H7 -2.041 -0.229 -1.661  0.11
H8 -2.072 -1.926 -0.869  0.11
C5 -0.638 1.466 1.276  -0.84
H9 -0.328 0.847 0.440  0.21
H10 -0.973 0.801 2.075  0.22
H11 -1.478 2.077 0.942  0.22
H12 0.204 2.081 1.603  0.19



(C)
# C5H12O

A cluster of 2 separate species, C5H12O in total (ωB97M-V with the def2-TZVPD basis set, OMol25).

**HOMO**: -9.561 eV
**LUMO energy**: 0.88 eV
**Frontier orbital gap**: 10.45 eV

Last column: natural (NBO) charge in e.
Positions of all 18 atoms, in Å:
C1 2.489 0.273 -0.160  -0.60
C2 1.050 -0.190 -0.427  -0.51
C3 0.101 0.636 0.422  0.61
C4 -0.227 0.089 1.797  -0.73
O1 -0.345 1.694 0.032  -0.55
H1 2.661 1.249 -0.623  0.22
H2 2.674 0.381 0.916  0.20
H3 3.218 -0.441 -0.558  0.22
H4 0.792 -0.050 -1.480  0.23
H5 0.943 -1.254 -0.186  0.21
H6 -0.495 0.904 2.473  0.24
H7 -1.088 -0.586 1.704  0.24
H8 0.602 -0.494 2.213  0.22
C5 -2.477 -0.440 -1.228  -0.86
H9 -2.949 -0.329 -0.249  0.21
H10 -3.194 -0.866 -1.934  0.21
H11 -2.138 0.538 -1.572  0.23
H12 -1.617 -1.112 -1.140  0.20



Most stable structure, least stable structure: (C), (B).



(A)
# C5H12O

A cluster of 2 separate species, C5H12O in total (ωB97M-V with the def2-TZVPD basis set, OMol25).

**HOMO (alpha / beta)**: -9.190 / -9.099 eV
**LUMO energy (alpha / beta)**: -0.55 / -0.62 eV
**Frontier orbital gap (alpha / beta)**: 8.64 / 8.48 eV

Last column: natural (NBO) charge in e.
Positions of all 18 atoms, in Å:
C1 2.152 0.792 -0.653  -0.33
O1 1.056 -0.644 0.445  -0.60
C2 -0.284 -0.339 0.282  0.21
C3 -0.384 0.358 -1.067  -0.55
C4 -1.146 -1.608 0.196  -0.60
C5 -0.783 0.566 1.415  -0.63
H1 2.484 1.069 0.322  0.21
H2 2.100 1.648 -1.372  0.20
H3 2.552 -0.102 -1.080  0.22
H4 -0.126 -0.305 -1.904  0.21
H5 -1.322 0.879 -1.275  0.21
H6 0.469 1.055 -0.960  0.20
H7 -0.784 -2.269 -0.598  0.21
H8 -1.089 -2.123 1.154  0.21
H9 -2.194 -1.351 -0.017  0.20
H10 -0.660 0.058 2.379  0.22
H11 -0.201 1.496 1.455  0.20
H12 -1.840 0.821 1.278  0.20



(B)
# C5H12O

A cluster of 2 separate species, C5H12O in total (ωB97M-V with the def2-TZVPD basis set, OMol25).

**HOMO**: -9.601 eV
**LUMO energy**: 1.03 eV
**Frontier orbital gap**: 10.63 eV

Last column: natural (NBO) charge in e.
Positions of all 18 atoms, in Å:
C1 1.292 1.890 0.361  -0.43
C2 1.895 0.658 0.539  -0.16
C3 2.307 -0.288 -0.617  -0.67
H1 0.693 2.362 1.111  0.21
H2 1.223 2.317 -0.650  0.20
H3 2.309 0.319 1.496  0.20
H4 3.384 -0.355 -0.853  0.22
H5 1.801 0.111 -1.522  0.21
H6 1.916 -1.318 -0.514  0.22
C4 -1.583 -1.445 0.416  -0.65
C5 -2.416 -0.282 -0.055  -0.07
O1 -1.755 0.818 -0.932  -0.74
H7 -1.268 -2.160 -0.387  0.21
H8 -2.150 -2.017 1.150  0.22
H9 -0.699 -1.048 0.901  0.21
H10 -3.312 -0.645 -0.632  0.18
H11 -2.767 0.283 0.808  0.17
H12 -0.871 0.801 -0.619  0.46



(C)
# C5H12O

A cluster of 2 separate species, C5H12O in total (ωB97M-V with the def2-TZVPD basis set, OMol25).

**HOMO (alpha / beta)**: -7.501 / -7.485 eV
**LUMO energy (alpha / beta)**: 0.83 / 0.80 eV
**Frontier orbital gap (alpha / beta)**: 8.33 / 8.29 eV

Last column: natural (NBO) charge in e.
Positions of all 18 atoms, in Å:
C1 -2.674 0.420 -0.402  -0.60
C2 -1.153 0.513 -0.484  -0.39
C3 -0.506 0.636 0.894  -0.61
C4 1.894 -1.684 0.470  -0.14
O1 2.690 -0.668 0.543  -0.35
C5 2.793 0.363 -0.239  -0.16
H1 -2.982 -0.458 0.178  0.20
H2 -3.132 0.345 -1.395  0.21
H3 -3.092 1.305 0.092  0.20
H4 -0.870 1.377 -1.100  0.19
H5 -0.758 -0.374 -1.000  0.19
H6 -0.886 1.520 1.420  0.20
H7 -0.729 -0.240 1.513  0.20
H8 1.990 -2.404 1.268  0.17
H9 1.198 -1.760 -0.359  0.15
H10 3.554 1.075 0.037  0.18
H11 0.584 0.740 0.819  0.21
H12 2.180 0.416 -1.133  0.16



Most stable structure, least stable structure: (B), (A).



(A)
# C5H12O

A structure of composition C5H12O (ωB97M-V with the def2-TZVPD basis set, OMol25).

**HOMO**: -10.116 eV
**LUMO energy**: 0.87 eV
**Frontier orbital gap**: 10.98 eV

Last column: natural (NBO) charge in e.
Positions of all 18 atoms, in Å:
C1 1.584 -0.239 -0.102  -0.61
C2 0.315 0.543 -0.457  -0.22
C3 0.511 2.033 -0.194  -0.60
C4 -0.912 0.036 0.299  -0.43
C5 -1.220 -1.395 -0.013  -0.02
O1 -2.348 -1.921 0.638  -0.74
H1 1.517 -1.296 -0.382  0.21
H2 1.778 -0.191 0.978  0.20
H3 2.455 0.183 -0.616  0.21
H4 0.119 0.405 -1.532  0.19
H5 0.718 2.211 0.869  0.20
H6 -0.384 2.606 -0.462  0.21
H7 1.355 2.427 -0.771  0.21
H8 -0.784 0.134 1.387  0.21
H9 -1.799 0.630 0.043  0.22
H10 -0.303 -2.080 0.481  0.09
H11 -1.163 -1.674 -1.068  0.18
H12 -1.438 -2.412 0.904  0.50



(B)
# C5H12O

A cluster of 3 separate species, C5H12O in total (ωB97M-V with the def2-TZVPD basis set, OMol25).

**HOMO**: -9.374 eV
**LUMO energy**: 0.34 eV
**Frontier orbital gap**: 9.72 eV

Last column: natural (NBO) charge in e.
Positions of all 18 atoms, in Å:
C1 -2.705 -1.002 0.906  -0.60
C2 -1.428 -0.253 1.211  -0.42
C3 -0.438 -0.275 0.079  -0.05
O1 0.725 0.421 0.414  -0.61
C4 1.929 0.141 -1.180  -0.05
C5 2.614 1.400 -0.970  -0.64
H1 -3.412 -0.979 1.741  0.21
H2 -2.460 -2.041 0.670  0.20
H3 -3.228 -0.568 0.048  0.20
H4 -0.924 -0.687 2.076  0.20
H5 -1.689 0.778 1.457  0.20
H6 -0.152 -1.308 -0.175  0.14
H7 -0.933 0.166 -0.801  0.14
H8 1.323 0.071 -2.084  0.19
H9 2.645 -0.696 -1.124  0.19
H10 3.525 1.584 -1.573  0.23
H11 2.670 1.001 0.461  0.26
H12 1.940 2.246 -1.159  0.22



(C)
# C5H12O

A cluster of 2 separate species, C5H12O in total (ωB97M-V with the def2-TZVPD basis set, OMol25).

**HOMO**: -9.476 eV
**LUMO energy**: 0.87 eV
**Frontier orbital gap**: 10.35 eV

Last column: natural (NBO) charge in e.
Positions of all 18 atoms, in Å:
C1 -0.725 0.812 -0.549  -0.41
C2 -0.564 -0.511 -0.525  0.05
C3 -1.402 -1.474 -1.323  -0.65
C4 0.408 -1.115 0.453  -0.44
C5 1.574 -1.846 -0.224  -0.60
H1 -1.354 1.253 -1.303  0.20
H2 -0.226 1.433 0.177  0.16
H3 -1.626 -2.358 -0.720  0.22
H4 -2.337 -1.050 -1.686  0.22
H5 -0.824 -1.790 -2.203  0.22
H6 -0.022 -1.827 1.144  0.20
H7 0.776 -0.320 1.096  0.20
H8 1.207 -2.698 -0.795  0.20
H9 2.007 -1.207 -1.011  0.20
H10 2.374 -2.069 0.460  0.22
O1 0.558 3.589 1.837  -0.94
H11 0.337 2.923 1.160  0.47
H12 -0.265 3.872 2.239  0.47



Most stable structure, least stable structure: (C), (B).



(A)
# C5H12O

A structure of composition C5H12O (ωB97M-V with the def2-TZVPD basis set, OMol25).

**HOMO**: -8.315 eV
**LUMO energy**: 1.14 eV
**Frontier orbital gap**: 9.45 eV

Last column: natural (NBO) charge in e.
Positions of all 18 atoms, in Å:
C1 2.743 -0.179 0.454  -0.62
C2 1.489 0.475 -0.109  -0.07
O1 0.401 -0.418 -0.110  -0.72
C3 -1.376 0.340 -0.196  0.15
C4 -1.986 -0.440 -1.318  -0.65
C5 -1.607 0.016 1.161  -0.81
H1 3.009 -1.066 -0.128  0.21
H2 2.586 -0.487 1.493  0.21
H3 3.585 0.523 0.425  0.21
H4 1.252 1.383 0.478  0.15
H5 1.680 0.802 -1.142  0.17
H6 -1.055 1.351 -0.443  0.20
H7 -2.987 -0.029 -1.504  0.23
H8 -2.101 -1.493 -1.045  0.23
H9 -1.407 -0.372 -2.242  0.23
H10 -1.600 0.822 1.891  0.23
H11 -0.298 -0.437 0.928  0.46
H12 -2.278 -0.814 1.375  0.22



(B)
# C5H12O

A cluster of 2 separate species, C5H12O in total (ωB97M-V with the def2-TZVPD basis set, OMol25).

**HOMO**: -9.021 eV
**LUMO energy**: 0.80 eV
**Frontier orbital gap**: 9.82 eV

Last column: natural (NBO) charge in e.
Positions of all 18 atoms, in Å:
C1 1.660 1.475 -0.826  -0.65
C2 1.248 0.610 0.366  -0.22
C3 0.090 0.841 0.997  -0.14
C4 -0.729 -0.252 1.603  -0.44
C5 -1.984 -0.342 0.704  -0.62
H1 2.476 0.961 -1.350  0.20
H2 0.869 1.531 -1.572  0.22
H3 2.080 2.427 -0.567  0.22
H4 1.625 -0.410 0.289  0.17
H5 -0.162 1.873 1.147  0.20
H6 -0.959 -0.099 2.660  0.21
H7 -0.202 -1.197 1.579  0.21
H8 -2.933 -0.371 1.224  0.21
H9 -2.080 0.512 0.024  0.21
H10 -1.809 -1.117 -0.027  0.23
O1 -0.144 -2.072 -2.080  -0.93
H11 0.598 -1.524 -1.771  0.47
H12 0.354 -2.843 -2.399  0.47



(C)
# C5H12O

A cluster of 2 separate species, C5H12O in total (ωB97M-V with the def2-TZVPD basis set, OMol25).

**HOMO**: -8.445 eV
**LUMO energy**: 0.90 eV
**Frontier orbital gap**: 9.34 eV

Last column: natural (NBO) charge in e.
Positions of all 18 atoms, in Å:
C1 -0.397 -1.479 -1.615  -0.66
C2 -0.840 -0.169 -1.019  -0.34
C3 0.017 0.772 -0.609  0.35
C4 -0.357 2.029 0.120  -0.66
O1 1.370 0.656 -0.739  -0.69
H1 0.078 -1.357 -2.598  0.21
H2 -1.243 -2.156 -1.753  0.23
H3 0.319 -2.006 -0.964  0.21
H4 -1.898 0.004 -0.854  0.21
H5 -1.244 1.867 0.740  0.22
H6 -0.561 2.846 -0.580  0.23
H7 0.468 2.339 0.770  0.23
H8 1.570 -0.172 -1.196  0.48
C5 0.543 -0.635 2.063  -0.86
H9 -0.165 -0.631 1.234  0.22
H10 -0.006 -0.725 3.000  0.21
H11 1.118 0.294 2.053  0.21
H12 1.227 -1.477 1.947  0.21



Most stable structure, least stable structure: (C), (A).